The following is a quantum chemistry calculation of a single C7H10O molecule, from OMol25.

Geometry as XYZ:
```
18
Properties=species:S:1:pos:R:3:forces:R:3:nbo_charge:R:1
C -1.47730 -1.11674 0.10259 -3.545 -3.460 -1.462 -0.39
C -1.81268 0.28081 -0.44300 -3.437 4.052 -2.894 -0.44
C -0.65895 1.42628 -0.04390 1.967 -12.269 -2.446 -0.18
C 0.96444 1.18094 -0.12582 -1.672 -0.644 0.147 -0.29
C 1.83431 -0.06955 -0.46172 1.957 1.763 1.006 -0.08
C -0.00941 -0.89743 0.21884 -3.107 4.673 -0.302 0.06
C 0.06066 0.44848 0.90024 0.218 5.501 3.202 -0.25
H -2.21338 -1.38158 0.90750 1.104 -0.327 -0.292 0.21
H -1.68046 -1.80378 -0.93344 0.259 1.112 3.360 0.20
H -2.09787 0.01500 -1.55461 1.110 1.408 1.549 0.21
H -2.84607 0.91537 -0.19003 2.345 -2.259 0.260 0.23
H -0.80177 2.33242 0.16880 -1.826 6.950 1.767 0.19
H 1.42983 2.20679 -0.20116 -0.130 -1.494 0.979 0.24
H 2.22700 -0.20696 -1.44955 -0.559 -0.535 -0.956 0.19
H 2.76635 0.21927 0.11451 -0.823 -0.790 -0.285 0.19
H -0.18670 -0.57061 -0.79286 1.006 0.819 -1.093 0.17
H 0.00177 0.74535 2.06085 0.400 -1.386 -2.583 0.23
O 1.24936 -1.24851 0.12333 4.734 -3.115 0.043 -0.49
```
Positions in Å, forces in eV/Å.

Its SMILES is C1C[C@@H]2OC[C@H]3[C@@H]1[C@H]32. The spin multiplicity is 1. The energy above the lowest of the compared OMol25 structures with the same formula, charge and spin comes out at 196.87 kcal per mole. As for the lowest unoccupied orbital energy: 1.09 eV. For the HOMO energy, the calculation gives -9.01 eV. For the orbital gap, the calculation gives 0.3710 Eh.


The following is a quantum chemistry calculation of a gas-phase ion, C3H7O (charge -1), from OMol25.

Geometry as XYZ:
```
11
Properties=species:S:1:pos:R:3:forces:R:3:nbo_charge:R:1
C 1.08949 -0.36070 0.53368 2.801 -1.671 -0.124 -0.04
O 1.10267 -1.30857 1.53120 -1.152 1.221 -0.574 -0.96
C 0.05488 -0.31346 -0.53205 -2.950 0.058 0.062 -0.41
C -1.11915 0.52856 -0.04495 -0.346 1.443 0.987 -0.60
H 1.19665 0.71443 0.77631 0.033 0.363 0.847 0.06
H 1.98454 -0.53201 -0.09632 0.898 0.139 -0.142 0.06
H 0.31245 0.20644 -1.46619 0.763 -0.334 0.129 0.16
H -0.40803 -1.24872 -0.81663 0.579 -0.893 0.017 0.18
H -2.01202 0.29270 -0.59622 -0.685 0.032 -0.370 0.17
H -1.41277 0.46371 1.07983 0.974 0.090 -1.860 0.21
H -0.78871 1.55760 -0.36866 -0.915 -0.448 1.027 0.17
```
Positions in Å, forces in eV/Å.

Its SMILES is CCC[O-]. The spin multiplicity is 1. The energy above the lowest of the compared OMol25 structures with the same formula, charge and spin comes out at 26.85 kcal per mole. As for the lowest unoccupied orbital energy: 4.60 eV. For the HOMO energy, the calculation gives -1.86 eV. For the orbital gap, the calculation gives 0.2375 Eh. The charge is -1.


The following is a quantum chemistry calculation of 3 unconnected molecules or ions with the total composition CH10N3O2, from OMol25.

Geometry as XYZ:
```
16
Properties=species:S:1:pos:R:3:forces:R:3:mulliken_spin:R:1
N -0.58608 -2.24373 0.42628 2.723 2.788 1.446 0.18
C 0.36506 -1.20602 0.58625 -3.168 -1.216 2.140 -0.07
N 0.66181 -0.53711 -0.53664 0.091 0.468 -0.893 0.46
N 0.71814 -0.80553 1.81833 -0.383 -1.545 -0.243 0.09
H -0.35513 -2.80332 -0.32986 -0.011 -1.554 -2.246 -0.01
H -0.80077 -2.80815 1.23303 -0.365 0.011 0.524 -0.01
H 0.06763 -0.64602 -1.40597 0.897 -0.018 0.784 -0.02
H 1.41964 0.15765 -0.50014 -0.299 -0.218 -0.315 -0.03
H 0.61820 -1.50014 2.61608 0.158 1.297 -1.264 0.00
H 0.82016 0.17533 2.07473 0.325 -0.210 -0.195 0.00
H -0.83474 3.08836 0.05044 1.122 -1.214 -0.416 0.00
H 0.52896 2.84936 0.55312 2.425 1.242 1.984 0.00
O -0.03881 2.47715 -0.05740 -3.498 -0.132 -1.606 0.03
H -0.45645 1.39372 -1.54349 1.294 1.828 1.990 -0.01
H -1.07851 1.48396 -2.89675 -0.138 -0.561 -0.164 -0.01
O -1.04910 0.92451 -2.08802 -1.174 -0.967 -1.527 0.39
```
Positions in Å, forces in eV/Å.

The spin multiplicity is 2. The energy above the lowest of the compared OMol25 structures with the same formula, charge and spin comes out at 30.60 kcal per mole. As for the lowest unoccupied orbital energy (spin up / spin down): -8.64 / -15.06 eV. For the HOMO energy (spin up / spin down), the calculation gives -20.41 / -19.89 eV. For the orbital gap (spin up / spin down), the calculation gives 0.4327 / 0.1774 Eh. The charge is +2.


The following is a quantum chemistry calculation of a molecular structure, C14H25LuN2O2P, from OMol25.

Geometry as XYZ:
```
45
Properties=species:S:1:pos:R:3:forces:R:3:nbo_charge:R:1
C 4.77804 0.87647 1.37660 0.047 -0.484 -0.062 -0.59
C 3.90775 1.93522 0.64953 0.060 0.898 -0.237 -0.29
N 3.06424 1.43006 -0.39364 1.037 -0.335 0.528 -0.50
P 1.98436 -0.06929 -0.01361 -0.689 -0.674 -0.230 1.04
C 0.81188 0.37088 -1.34802 -0.350 0.154 0.232 -0.71
C -0.62375 0.57159 -0.88585 -0.244 0.246 -0.449 -0.52
C -0.68469 1.88122 -0.12559 -1.487 0.064 0.308 0.73
O 0.27052 2.32309 0.38516 1.464 0.658 0.708 -0.44
N -1.99217 2.59557 -0.03487 -0.251 -0.505 -0.915 -0.57
C -3.10310 1.86977 0.38343 -0.069 -0.149 0.480 0.18
C -4.02809 1.28348 -0.49892 -0.671 -0.141 -0.494 -0.18
C -5.12535 0.59950 -0.02245 0.090 0.099 0.033 -0.20
C -5.35168 0.49356 1.35790 0.416 0.268 -0.196 -0.05
C -4.45886 1.10057 2.23794 0.141 0.050 0.057 -0.19
C -3.34694 1.76803 1.76522 -0.126 -0.556 0.846 -0.17
C 1.26263 -1.76888 0.55733 0.112 -0.194 -0.198 -0.67
C 1.23083 -2.86895 -0.50656 -0.076 -0.964 0.183 0.09
C -0.14688 -3.21358 -1.12403 0.719 1.555 -0.287 -0.64
O 2.20171 -2.59681 -1.49194 -0.301 0.515 -0.122 -0.71
H 5.19198 0.18296 0.64984 0.120 -0.073 -0.106 0.22
H 4.18061 0.32486 2.10126 -0.155 -0.012 0.043 0.22
H 5.60883 1.33299 1.89851 0.011 0.292 0.069 0.28
H 3.33804 2.53789 1.35271 -0.364 -0.279 0.251 0.25
H 4.61918 2.61478 0.17259 0.120 0.035 -0.199 0.28
H 3.68316 1.20534 -1.18159 -0.191 0.085 -0.234 0.40
H 1.84231 0.45660 1.28074 -0.108 0.074 -0.100 0.08
H 3.14244 -0.82026 -0.34448 0.168 0.321 -0.058 0.11
H 0.84885 -0.29670 -2.20261 0.237 -0.422 0.134 0.28
H 1.14797 1.34288 -1.70659 0.279 0.052 -0.102 0.29
H -1.05429 -0.20547 -0.25420 0.032 -0.082 0.197 0.25
H -1.27078 0.62875 -1.75722 -0.137 -0.001 -0.126 0.26
H -2.20615 2.98922 -0.95371 0.340 0.101 -0.047 0.42
H -3.89910 1.36511 -1.56893 0.111 0.108 -0.122 0.23
H -5.84616 0.14355 -0.67920 0.030 -0.002 -0.339 0.25
H -6.20413 -0.04336 1.73285 -0.230 -0.087 0.062 0.25
H -4.66612 1.04069 3.29291 0.130 0.109 0.211 0.26
H -2.68033 2.21894 2.48234 0.202 0.228 -0.067 0.25
H 1.95890 -2.11613 1.31581 0.207 0.228 0.204 0.27
H 0.31741 -1.64538 1.07924 -0.258 0.214 -0.086 0.25
H 1.52719 -3.78196 0.01279 0.058 -0.084 0.197 0.21
H -0.07451 -4.24060 -1.50426 1.376 0.959 2.364 0.07
H -0.98150 -3.06327 -0.44412 -0.174 -0.537 0.157 0.28
H -0.30144 -2.54661 -1.99156 -0.150 -0.187 -0.090 0.23
H 2.17456 -3.24720 -2.20143 0.307 -0.136 -0.007 0.50
Lu -1.04737 -4.95913 -2.84935 -1.783 -1.412 -2.392 0.98
```
Positions in Å, forces in eV/Å.

The spin multiplicity is 1. As for the lowest unoccupied orbital energy: -14.07 eV. For the HOMO energy, the calculation gives -16.31 eV. For the orbital gap, the calculation gives 0.0822 Eh. The charge is +3.


The following is a quantum chemistry calculation of a molecular structure, C10H4CdClNO5, from OMol25.

Geometry as XYZ:
```
22
Properties=species:S:1:pos:R:3:forces:R:3:nbo_charge:R:1
O 3.98941 -3.15640 -2.35083 -1.749 1.379 1.019 -0.34
C 3.18020 -2.51856 -1.87952 1.775 -1.399 -1.035 0.42
Cd 1.25565 -1.00124 -0.75803 0.187 -0.157 -0.133 1.47
O 0.68266 0.73596 -3.41189 0.711 -2.060 3.210 -0.29
C 0.90307 0.11241 -2.47847 -1.195 4.013 -6.512 0.38
C 1.37552 -1.93089 1.09610 0.616 -3.581 6.901 0.38
O 1.42217 -2.41701 2.13081 -0.232 1.694 -3.513 -0.29
C 2.56789 0.46894 -0.09914 5.045 5.348 2.408 0.38
O 3.26702 1.29039 0.28069 -2.426 -2.709 -1.259 -0.28
C -0.29358 -2.28648 -1.28037 -5.586 -4.853 -2.057 0.38
O -1.16368 -2.97343 -1.56022 2.851 2.339 0.992 -0.29
Cl -1.02839 2.14180 3.65422 0.071 0.444 1.100 0.15
C -1.25341 1.58674 2.09933 0.270 -0.453 -0.726 -0.05
C -2.40306 1.87941 1.36744 -0.051 0.002 -0.058 -0.16
C -2.56241 1.40017 0.07652 0.030 -0.275 -0.572 -0.17
C -1.55924 0.61566 -0.48985 -1.411 1.337 1.319 -0.01
N -0.51859 0.40163 0.28182 3.203 -2.698 -2.262 -0.59
C -0.26265 0.79886 1.49673 -1.809 1.330 0.858 -0.02
H -3.17445 2.48660 1.81790 -0.038 0.044 0.051 0.27
H -3.43661 1.60871 -0.51402 -0.317 0.211 0.102 0.26
H -1.64392 0.21500 -1.50390 0.213 0.033 0.364 0.20
H 0.65644 0.54174 2.02471 -0.158 0.012 -0.199 0.21
```
Positions in Å, forces in eV/Å.

The spin multiplicity is 1. As for the lowest unoccupied orbital energy: -8.76 eV. For the HOMO energy, the calculation gives -16.12 eV. For the orbital gap, the calculation gives 0.2706 Eh. The charge is +2.


The following is a quantum chemistry calculation of 2 unconnected molecules or ions with the total composition C6H9N5, from OMol25.

Geometry as XYZ:
```
20
Properties=species:S:1:pos:R:3:forces:R:3:nbo_charge:R:1
C 0.38284 1.83168 -0.71038 1.337 1.197 -0.903 -0.46
C 1.28592 0.88192 -0.92505 1.252 0.991 -0.843 -0.02
C 3.05816 -0.65317 -0.22588 -0.053 0.012 -0.136 0.29
C -2.45062 -0.53991 -0.23137 -0.323 -0.275 -0.188 0.30
C -0.97515 -0.39402 -0.41459 -0.333 -0.242 1.584 0.06
C -1.60025 0.42048 1.46239 -0.962 -0.484 -0.231 0.25
H -0.25521 2.18329 -1.51024 0.071 -0.040 -0.042 0.21
H 0.24646 2.29331 0.26013 0.078 0.054 -0.185 0.20
H 1.41671 0.43128 -1.90376 -0.017 0.115 -0.028 0.19
H 2.05626 0.70150 0.96670 0.004 -0.134 -0.003 0.40
H 3.04628 -0.98065 -1.27229 0.009 0.076 0.196 0.16
H 3.78337 -0.80991 1.51510 0.064 -0.045 0.009 0.32
H -2.89913 -1.39655 -1.84920 0.020 0.011 0.020 0.34
H -0.40095 -0.72908 -1.26411 -0.092 0.028 -0.050 0.21
H -1.46248 0.91143 2.41613 0.032 0.003 0.004 0.20
N 2.13422 0.33888 0.02912 0.246 0.039 -0.078 -0.61
N 3.87680 -1.20248 0.57672 -0.274 0.201 -0.078 -0.68
N -3.32911 -1.04988 -0.99084 0.344 0.200 0.288 -0.48
N -0.46571 0.18752 0.62139 -1.891 -2.077 0.458 -0.45
N -2.75002 0.02789 1.03659 0.488 0.368 0.206 -0.43
```
Positions in Å, forces in eV/Å.

Its SMILES is [H]/N=C1\C=NC=N1.[H]/N=C\NC=C. The spin multiplicity is 1. The energy above the lowest of the compared OMol25 structures with the same formula, charge and spin comes out at 83.57 kcal per mole. As for the lowest unoccupied orbital energy: -1.41 eV. For the HOMO energy, the calculation gives -8.12 eV. For the orbital gap, the calculation gives 0.2465 Eh.


Number 1: DFT total energy -347.64944 Ha. Number 2: DFT total energy -193.68821 Ha. Number 3: DFT total energy -358.08049 Ha. Number 4: DFT total energy -2383.94147 Ha. Number 5: DFT total energy -1441.60987 Ha. Number 6: DFT total energy -507.68567 Ha.